# 1
Computed, not measured: a molecular structure, C10H11NO5Pt at a distorted geometry, with ωB97M-V/def2-TZVPD.

Computed properties:
Net charge: +2
E_tot: -937.2795 Ha
Relative energy (zero: lowest compared OMol25 entry of this formula, charge and spin): 160.59 kJ/mol
Frontier orbital gap: 7.498 eV
HOMO: -17.075 eV

```
28
Properties=species:S:1:pos:R:3:lowdin_charge:R:1
Pt 0.00 0.24 -0.36 1.26
O 2.09 -0.17 0.22 -0.16
C 2.60 0.69 1.28 -0.16
C 2.96 2.05 0.71 -0.13
C 2.05 2.50 -0.45 -0.13
C 0.74 3.04 0.00 -0.23
C 0.52 4.39 0.23 0.04
C -0.75 4.83 0.55 0.03
C -1.79 3.91 0.64 0.01
C -1.52 2.58 0.43 -0.07
N -0.27 2.15 0.12 -0.06
H 2.21 -1.11 0.42 0.12
H 3.48 0.26 1.74 0.14
H 1.84 0.74 2.07 0.13
H 3.97 2.02 0.29 0.14
H 2.96 2.77 1.53 0.14
H 1.86 1.66 -1.12 0.10
H 2.58 3.24 -1.04 0.15
H 1.34 5.08 0.12 0.15
H -0.94 5.88 0.72 0.14
H -2.80 4.21 0.87 0.14
H -2.30 1.84 0.50 0.11
O -3.61 -1.90 -0.12 0.38
C -2.75 -1.17 -0.22 -0.34
O -2.13 -0.16 -0.33 0.05
C -0.86 -2.78 -0.09 -0.35
O -1.42 -3.77 -0.09 0.37
O 0.02 -1.98 -0.05 0.07
```

# 2
Computed, not measured: a single C10H11NOS molecule at a distorted geometry, with ωB97M-V/def2-TZVPD.

Computed properties:
SMILES: CN1c2ccccc2C(=O)[C@]1(C)S
Net charge: 0
E_tot: -915.7991 Ha
Relative energy (zero: lowest compared OMol25 entry of this formula, charge and spin): 136.04 kJ/mol
Frontier orbital gap: 7.885 eV
HOMO: -7.979 eV

```
24
Properties=species:S:1:pos:R:3:lowdin_charge:R:1
C -0.35 -2.04 -0.11 -0.06
N -0.41 -0.64 -0.07 -0.13
C 0.08 0.21 0.89 -0.22
C 0.84 -0.12 2.00 0.00
C 1.41 0.95 2.76 -0.04
C 1.47 2.25 2.19 -0.06
C 0.67 2.51 1.08 0.01
C -0.07 1.50 0.46 -0.11
C -0.78 1.65 -0.81 -0.38
O -0.90 2.63 -1.54 0.10
C -1.13 0.24 -1.12 -0.63
C -0.76 -0.11 -2.63 -0.04
S -2.95 -0.01 -0.93 0.84
H -1.14 -2.36 0.58 0.10
H -0.50 -2.50 -1.11 0.10
H 0.65 -2.30 0.18 0.09
H 0.87 -1.09 2.37 0.08
H 1.88 0.64 3.67 0.10
H 1.90 2.95 2.83 0.08
H 0.64 3.49 0.73 0.10
H -1.33 0.60 -3.14 0.05
H -1.21 -1.11 -2.85 0.08
H 0.30 0.02 -2.75 0.09
H -2.81 -0.18 0.35 -0.15
```

# 3
Computed, not measured: a gas-phase ion, C10H11OS (charge +1) at a distorted geometry, with ωB97M-V/def2-TZVPD.

Computed properties:
Net charge: +1
E_tot: -860.5921 Ha
Relative energy (zero: lowest compared OMol25 entry of this formula, charge and spin): 491.96 kJ/mol
Frontier orbital gap (alpha / beta): 6.335 / 6.814 eV
HOMO (alpha / beta): -12.529 / -12.651 eV

```
23
Properties=species:S:1:pos:R:3:lowdin_charge:R:1
C -3.99 2.13 0.11 -0.01
C -5.06 1.14 0.16 -0.04
C -2.73 1.56 -0.13 0.02
C -4.82 -0.24 0.03 -0.10
C -2.48 0.14 -0.05 -0.26
C -3.55 -0.82 -0.01 -0.67
C -0.07 -0.30 0.35 0.15
C 3.61 -1.04 0.12 -0.08
C 1.28 -0.43 -0.20 -0.11
C 2.18 -1.48 0.50 -0.19
O -1.21 -0.16 -0.18 0.10
S -3.19 -2.45 0.12 0.84
H -4.36 3.20 -0.11 0.15
H -6.12 1.44 0.19 0.12
H -1.90 2.22 -0.25 0.11
H -5.76 -0.87 -0.13 0.14
H 4.03 -0.33 0.74 0.06
H 3.65 -0.77 -0.96 0.10
H 4.19 -1.91 0.26 0.07
H 1.43 0.71 0.36 0.24
H 1.38 -0.40 -1.27 0.14
H 1.92 -2.47 0.18 0.12
H 2.20 -1.33 1.54 0.10
```

# 4
Computed, not measured: a single C10H11P molecule at a distorted geometry, with ωB97M-V/def2-TZVPD.

Computed properties:
SMILES: CC1=CC=c2ccccc2=[PH2]1
Net charge: 0
E_tot: -728.8761 Ha
Relative energy (zero: lowest compared OMol25 entry of this formula, charge and spin): 262.20 kJ/mol
Frontier orbital gap: 7.222 eV
HOMO: -6.412 eV

```
22
Properties=species:S:1:pos:R:3:lowdin_charge:R:1
C 0.36 -0.98 -3.48 -0.08
C 0.12 -0.34 -2.07 -0.44
C -0.58 0.82 -1.80 -0.14
C -0.72 1.52 -0.51 -0.12
C -0.42 0.99 0.71 -0.28
C -0.80 1.50 1.99 -0.05
C -0.57 0.89 3.15 -0.09
C 0.12 -0.39 3.19 -0.11
C 0.63 -0.90 2.06 -0.15
C 0.25 -0.24 0.87 -0.34
P 0.66 -1.16 -0.60 1.01
H 0.95 -0.30 -4.06 0.06
H -0.66 -1.01 -3.96 0.10
H 0.79 -1.84 -3.35 -0.02
H -0.90 1.40 -2.63 0.09
H -1.19 2.57 -0.69 0.12
H -1.29 2.46 2.00 0.11
H -0.65 1.39 4.07 0.08
H 0.22 -0.82 4.29 0.14
H 1.15 -1.81 2.05 0.08
H 2.18 -1.29 -0.76 0.03
H 0.34 -2.47 -0.47 -0.02
```

What is the E_tot in the fourth record?
-728.8761 Ha

Which formula does entry 2 have?
C10H11NOS

What is the relative energy (zero: lowest compared OMol25 entry of this formula, charge and spin) in the second record?
136.04 kJ/mol